C2H3O2 | ωB97M-V with the def2-TZVPD basis set

The calculation puts the HOMO-LUMO gap at 0.452 Eh. For the maximum force, the calculation gives 8.38 eV/Å. The LUMO energy comes out at -6.7922 eV.

```
! RIJCOSX wB97M-V def2-TZVPD def2/J DEFGRID3
* xyz 1 1
C -0.5770 1.0274 0.4860
C 0.3443 -0.4740 -0.2041
O -0.9892 -0.1198 0.1337
O 0.7981 0.8029 0.1609
H -1.0570 1.7853 0.9364
H 0.7502 -1.3760 0.2764
H 0.6310 -0.7540 -1.1786
*
```

=====

C2H9N2O2 | ωB97M-V with the def2-TZVPD basis set

The calculation puts the HOMO-LUMO gap at 0.411 Eh. For the maximum force, the calculation gives 2.20 eV/Å. The LUMO energy comes out at -3.4669 eV.

```
! RIJCOSX wB97M-V def2-TZVPD def2/J DEFGRID3
* xyz 1 1
N -2.2622 -0.1188 -1.0360
C -1.2921 -0.9353 -0.2736
C -0.1915 0.0427 0.1709
N 0.8354 -0.4844 0.8732
O -0.2491 1.1681 -0.2928
H -1.9507 0.8588 -0.7955
H -3.2279 -0.1705 -0.7172
H -2.1849 -0.2070 -2.0465
H -1.7409 -1.3205 0.6431
H -0.9042 -1.8001 -0.7968
H 1.1116 -1.4341 0.6898
H 1.5386 0.2496 1.0262
H 3.6669 1.7025 1.5397
H 3.7486 1.1379 0.1601
O 3.1024 1.3113 0.8554
*
```

=====

C3H12N2O | ωB97M-V with the def2-TZVPD basis set

The calculation puts the HOMO-LUMO gap at 0.377 Eh. For the maximum force, the calculation gives 1.87 eV/Å. Its SMILES is CCO.NCN. The LUMO energy comes out at 0.8048 eV.

```
! RIJCOSX wB97M-V def2-TZVPD def2/J DEFGRID3
* xyz 0 1
C 0.2679 -0.9530 2.2574
C -0.7702 -0.1280 3.0448
O -1.1822 -0.8066 4.2350
H 0.4511 -1.9232 2.7119
H 1.1862 -0.3745 2.3559
H -0.0458 -0.9851 1.2126
H -0.4872 0.8736 3.3592
H -1.6577 0.0102 2.3899
H -1.8674 -0.2905 4.6639
N -0.6720 0.7418 -3.4520
C 0.5672 0.4314 -2.7489
N 1.8925 0.7149 -3.3043
H -0.9028 -0.0389 -4.0684
H -1.4461 0.6835 -2.7977
H 0.5439 -0.6257 -2.4310
H 0.6368 0.9440 -1.7859
H 1.9845 1.5720 -3.8319
H 2.2468 -0.0467 -3.8982
*
```

=====

C23H33FO18 | ωB97M-V with the def2-TZVPD basis set

The calculation puts the HOMO-LUMO gap at 0.400 Eh. For the maximum force, the calculation gives 5.88 eV/Å. Its SMILES is O=C1OC[C@@H](F)O1.C[C@H]1COC(=O)O1.C[C@H]1COC(=O)O1.C[C@H]1COC(=O)O1.C[C@H]1COC(=O)O1.C[C@H]1COC(=O)O1. The LUMO energy comes out at 0.2462 eV.

```
! RIJCOSX wB97M-V def2-TZVPD def2/J DEFGRID3
* xyz 0 1
O 0.6964 0.9050 0.5256
C -0.1846 1.6900 0.3321
O -1.1275 1.6632 -0.6079
C -1.8658 2.8122 -0.4971
C -1.5906 3.4191 0.7837
F -2.6445 3.2678 1.5819
O -0.4358 2.6809 1.1559
H -1.5520 3.5267 -1.2581
H -2.9453 2.6658 -0.5346
H -1.4014 4.4787 0.6117
C 3.2056 -0.9453 -2.5194
C 3.1686 0.5927 -2.5251
C 4.5052 1.3344 -2.5825
O 4.3603 2.2061 -3.7426
C 3.2333 1.9674 -4.3497
O 2.9379 2.6664 -5.3489
O 2.5469 0.9779 -3.7212
H 3.0272 -1.3233 -3.5261
H 2.3534 -1.1161 -1.8617
H 4.0255 -1.3350 -1.9160
H 2.6013 1.0770 -1.7303
H 5.3481 0.6440 -2.6113
H 4.6695 1.8863 -1.6570
C -4.9059 0.2968 0.7510
C -4.3441 -1.1073 1.1606
C -4.0610 -1.9447 -0.0820
O -2.6674 -2.3238 -0.1090
C -2.0141 -1.7232 0.8484
O -0.8331 -1.8270 1.1065
O -3.0052 -1.0527 1.7250
H -5.0188 0.8532 1.6815
H -5.8391 0.2740 0.1882
H -4.2876 0.8684 0.0588
H -4.9872 -1.6783 1.8303
H -4.3427 -1.4244 -0.9974
H -4.6161 -2.8774 0.0184
C 1.4130 0.5603 4.3743
C 0.3298 1.4707 5.0497
C 0.5141 2.9146 4.4564
O -0.8735 3.2308 4.1947
C -1.6288 2.0492 4.1482
O -2.8482 2.0023 4.0112
O -0.8685 0.9953 4.5646
H 1.5687 0.7213 3.3075
H 1.2495 -0.5002 4.5658
H 2.3629 0.8505 4.8233
H 0.3367 1.5497 6.1368
H 1.1133 2.8776 3.5466
H 0.9215 3.5619 5.2330
C -1.1358 -2.4055 -2.9850
C -1.3497 -0.9329 -3.0164
C -0.3554 -0.2083 -3.8479
O -1.1769 0.7728 -4.5383
C -2.5280 0.4985 -4.3765
O -3.4635 1.2453 -4.8039
O -2.6957 -0.6147 -3.5863
H -2.0354 -2.9091 -2.6312
H -0.2934 -2.8158 -2.4281
H -1.1542 -2.7620 -4.0149
H -1.4515 -0.5018 -2.0205
H 0.1470 -0.9508 -4.4679
H 0.2739 0.3473 -3.1526
C 1.8032 -3.4877 -0.1255
C 2.1251 -2.3637 0.8493
C 2.0695 -2.5818 2.2968
O 3.1962 -1.9513 2.8496
C 3.9850 -1.4909 1.8309
O 4.9801 -0.7607 1.9894
O 3.4632 -1.9046 0.6089
H 0.9087 -3.9807 0.2552
H 2.6482 -4.1742 -0.0728
H 1.7264 -3.2234 -1.1802
H 1.5625 -1.4481 0.6672
H 2.0024 -3.6167 2.6326
H 1.1483 -2.1381 2.6744
*
```

=====

C14H21CuN5O2S3 | ωB97M-V with the def2-TZVPD basis set

The calculation puts the HOMO-LUMO gap at 0.240 Eh. For the maximum force, the calculation gives 0.22 eV/Å. The LUMO energy comes out at 2.5584 eV.

```
! RIJCOSX wB97M-V def2-TZVPD def2/J DEFGRID3
* xyz -1 1
Cu -0.5833 2.0139 0.1849
C -3.3298 -1.3649 3.8992
C -1.8513 -1.7382 3.9133
N -0.9691 -0.6197 3.6487
C -0.8399 -0.0556 2.4113
S 0.0121 1.4508 2.3413
N -1.3473 -0.7515 1.4097
N -1.1924 -0.1206 0.2184
C -1.3437 -0.7856 -0.8661
C -1.7314 -2.2331 -0.9290
C -1.0646 -0.0308 -2.1014
C -1.5545 -0.4302 -3.3440
C -1.2409 0.3227 -4.4618
C -0.4400 1.4454 -4.3151
C 0.0097 1.7670 -3.0441
N -0.2878 1.0514 -1.9676
H -3.9549 -2.2408 4.0879
H -3.5937 -0.9527 2.9261
H -3.5478 -0.6155 4.6626
H -1.6579 -2.5009 3.1591
H -1.5713 -2.1515 4.8851
H -0.7104 -0.0129 4.4072
H -1.6065 -2.6793 0.0541
H -1.1246 -2.7697 -1.6616
H -2.7796 -2.3462 -1.2211
H -2.1847 -1.3061 -3.4251
H -1.6223 0.0391 -5.4351
H -0.1621 2.0613 -5.1588
H 0.6489 2.6253 -2.8788
O 3.1951 1.1885 -2.1526
S 3.6010 -0.1121 -1.5412
C 4.5242 0.2703 -0.0134
C 3.5008 0.3699 1.1106
C 2.5609 -0.8078 0.8860
C 2.1696 -0.7290 -0.5846
H 5.0789 1.1827 -0.2281
H 5.2252 -0.5507 0.1595
H 2.9355 1.3001 1.0289
H 3.9749 0.3475 2.0930
H 1.6780 -0.7469 1.5214
H 3.0817 -1.7480 1.0976
H 1.4038 0.0293 -0.7521
H 1.8456 -1.6751 -1.0205
O -1.2556 6.0433 -1.5197
S -0.5999 4.9275 -0.8141
N -1.2985 3.6393 -0.6696
*
```

=====

C5H6N | ωB97M-V with the def2-TZVPD basis set

The calculation puts the HOMO-LUMO gap at 0.317 Eh. For the maximum force, the calculation gives 3.39 eV/Å. The LUMO energy comes out at -7.7214 eV.

```
! RIJCOSX wB97M-V def2-TZVPD def2/J DEFGRID3
* xyz 1 1
C 0.0895 0.3052 -2.1742
C -0.8779 -0.1388 1.6095
C -0.3463 -0.5743 0.3968
C 1.0900 -0.1192 -0.0367
C -0.0055 0.5551 -0.7774
N 0.2520 0.2909 -3.3076
H -1.7138 -0.5556 2.1330
H -0.6484 0.7854 2.1121
H -0.6725 -1.4484 -0.0092
H 1.3915 0.3217 0.9201
H 1.8009 -0.9436 -0.3491
H -0.3595 1.5215 -0.5173
*
```

=====

C8H8N2O | ωB97M-V with the def2-TZVPD basis set

The calculation puts the HOMO-LUMO gap (spin up / spin down) at 0.262 / 0.272 Eh. For the maximum force, the calculation gives 7.04 eV/Å. The LUMO energy (spin up / spin down) comes out at -0.9907 / -2.4441 eV.

```
! RIJCOSX wB97M-V def2-TZVPD def2/J DEFGRID3
* xyz 0 3
C 4.3067 2.1654 0.3358
C 3.9896 1.0477 0.1513
C -0.2789 -1.5179 0.0464
C 1.0801 0.1107 -0.5808
C -0.2372 -0.1916 -0.5299
C 3.0697 -1.0358 0.0727
C -2.8546 0.5628 0.8912
C -1.4305 0.5843 -0.9915
N 0.8975 -1.9577 0.3333
N 1.7814 -0.9723 -0.0459
O -2.6396 0.1345 -0.4324
H -1.1568 -2.1056 0.2337
H 1.6218 0.9760 -0.9054
H 3.4526 -1.9188 0.5748
H -2.0865 0.1846 1.5756
H -3.8253 0.1689 1.1845
H -2.8724 1.6577 0.9517
H -1.2772 1.6551 -0.7902
H -1.5405 0.4519 -2.0749
*
```

=====

C43H85N2O13 | ωB97M-V with the def2-TZVPD basis set

The calculation puts the HOMO-LUMO gap at 0.093 Eh. For the maximum force, the calculation gives 2.41 eV/Å. The LUMO energy comes out at 5.0024 eV.

```
! RIJCOSX wB97M-V def2-TZVPD def2/J DEFGRID3
* xyz -3 1
O 4.6075 0.0018 -3.5344
C 3.8382 -1.0077 -4.1470
O 4.5226 -2.0531 -4.4206
O 2.6512 -0.8023 -4.3576
H 5.4327 -0.4904 -3.6430
C 2.0472 -2.4643 -0.6711
C 0.7349 -2.0539 0.0713
C 0.8795 -2.8589 1.3577
C -0.2033 -2.5772 2.3821
C -0.1335 -1.0790 2.6501
C -0.2909 -0.1870 1.3776
N 0.6888 -0.6338 0.3899
O 0.7610 0.2265 -0.6711
C 0.0504 1.1939 1.9269
C -1.7517 -0.2607 0.9155
C -0.4404 -2.5911 -0.7833
H 2.0468 -3.5242 -0.9425
H 2.8824 -2.2003 -0.0141
H 2.1466 -1.8865 -1.5956
H 1.8217 -2.5652 1.8376
H 0.9828 -3.9372 1.1807
H 0.0584 -3.1304 3.2970
H -1.2250 -2.8759 2.1252
H 0.8662 -0.8913 3.0574
H -0.9006 -0.8649 3.4102
H 1.0906 1.3767 2.1983
H -0.4502 1.3249 2.8948
H -0.2753 1.9562 1.2157
H -1.7709 0.0831 -0.1253
H -2.4138 0.3706 1.5247
H -2.1457 -1.2773 0.9348
H -1.2892 -2.8457 -0.1355
H -0.1310 -3.5233 -1.2541
H -0.7900 -1.8433 -1.4940
C -1.9688 4.4059 -0.5759
C -3.3216 4.4777 -1.3197
C -4.2212 5.4863 -0.5671
C -3.8281 6.9288 -0.8228
C -3.7518 7.2767 -2.2794
C -2.9660 6.2569 -3.1235
N -3.1531 4.9231 -2.6810
O -2.6273 3.9783 -3.5372
C -1.4676 6.6423 -3.1565
C -3.4652 6.4490 -4.5641
C -4.0156 3.1324 -1.2511
H -1.4343 5.3452 -0.4637
H -1.3090 3.6677 -1.0461
H -2.1209 3.8832 0.3837
H -4.0507 5.3298 0.5102
H -5.2794 5.2627 -0.7176
H -2.9917 7.2669 -0.1953
H -4.5876 7.5338 -0.2852
H -3.4605 8.3240 -2.4275
H -4.7655 7.2624 -2.7052
H -0.8962 6.0989 -3.9093
H -1.0025 6.5762 -2.1726
H -1.2923 7.6859 -3.4839
H -3.4280 7.4975 -4.8718
H -4.5074 6.1080 -4.6128
H -2.9251 5.7837 -5.2372
H -3.4514 2.3754 -1.7988
H -5.0289 3.1743 -1.6611
H -4.1067 2.8102 -0.2050
C 3.1550 1.0488 4.2861
C 4.1996 0.2658 3.5308
O 4.6528 0.6298 2.4826
C 4.5851 -1.0752 4.1397
H 2.3136 0.4182 4.5805
H 2.8063 1.8715 3.6668
H 3.5971 1.4318 5.2128
H 4.3489 -1.1401 5.1999
H 5.6584 -1.2613 4.0241
H 4.1584 -1.8602 3.5107
C 1.5535 4.8131 -1.2467
C 2.0425 4.1039 0.0148
O 3.0584 3.4584 0.0081
C 1.3936 4.5680 1.2887
H 1.0845 5.7738 -1.0237
H 0.8133 4.1441 -1.6914
H 2.4474 5.0047 -1.8330
H 1.8485 5.5024 1.6288
H 1.4399 3.8493 2.1100
H 0.3205 4.7641 1.1992
C -3.8302 -4.0417 0.2447
C -2.8006 -5.0564 0.6608
O -2.1000 -5.6575 -0.1176
C -2.7894 -5.4704 2.1201
H -3.6986 -3.0320 0.6261
H -4.8092 -4.4894 0.4397
H -3.7654 -3.9732 -0.8420
H -2.7126 -4.6328 2.8150
H -1.8868 -6.0544 2.3027
H -3.6756 -6.0844 2.2901
C -2.4844 2.0005 4.5612
C -2.6436 3.4553 4.1920
O -3.4296 4.1482 4.8050
C -1.7766 4.0335 3.0960
H -3.2742 1.7231 5.2558
H -1.4567 1.7864 4.8499
H -2.6656 1.3756 3.6785
H -0.8678 4.4415 3.5409
H -2.3507 4.8726 2.7026
H -1.5832 3.2873 2.3332
C 7.9896 -2.5569 0.6715
C 6.6655 -2.2369 -0.0183
O 6.2786 -1.1069 -0.1030
C 5.8381 -3.4455 -0.3954
H 8.3042 -3.5921 0.5247
H 7.9075 -2.3304 1.7346
H 8.7763 -1.9322 0.2442
H 5.7422 -4.0528 0.5105
H 6.4921 -4.1334 -0.9467
H 4.9043 -3.1835 -0.8792
C 5.6277 -4.6668 3.3076
C 4.1870 -5.1296 3.2548
O 3.5627 -5.3385 4.2663
C 3.5162 -5.1445 1.8961
H 5.7809 -4.2004 4.2823
H 5.8352 -3.9362 2.5311
H 6.3105 -5.5168 3.2407
H 2.5196 -5.5379 2.1401
H 3.8669 -5.9165 1.2091
H 3.2971 -4.1778 1.4471
C 0.7269 -5.9354 -2.8746
C -0.0922 -5.6371 -4.1150
O -0.6489 -4.5940 -4.3285
C -0.0919 -6.7368 -5.1655
H 0.7778 -7.0284 -2.8150
H 0.2371 -5.5754 -1.9745
H 1.7432 -5.5759 -3.0353
H 0.9040 -6.9263 -5.5676
H -0.7433 -6.4843 -6.0017
H -0.5130 -7.6371 -4.7060
C -5.8777 0.0635 -3.1011
C -4.6351 -0.7800 -3.3057
O -4.0506 -0.8387 -4.3545
C -4.1137 -1.4283 -2.0398
H -6.7077 -0.5660 -2.7867
H -6.0815 0.6707 -3.9861
H -5.6428 0.8696 -2.3975
H -3.4401 -2.2662 -2.2074
H -4.9819 -1.7741 -1.4718
H -3.5206 -0.6789 -1.5080
*
```

=====

C16H18As2Cl3CsO | ωB97M-V with the def2-TZVPD basis set

The calculation puts the HOMO-LUMO gap at 0.244 Eh. For the maximum force, the calculation gives 1.01 eV/Å. The LUMO energy comes out at -0.1924 eV.

```
! RIJCOSX wB97M-V def2-TZVPD def2/J DEFGRID3
* xyz 0 1
Cs -0.7263 0.5571 1.5041
Cl -4.6119 4.0734 7.4842
C -3.7990 2.9956 6.3774
C -3.1135 3.5190 5.3004
C -2.4751 2.6647 4.4265
Cl -1.6117 3.2906 3.0493
C -2.4668 1.2502 4.5553
O -1.8728 0.4778 3.7293
C -3.1962 0.7919 5.6933
Cl -3.2465 -0.9333 5.9321
C -3.8438 1.6243 6.5785
H -3.0916 4.5914 5.1578
H -4.3800 1.2050 7.4185
C 3.9303 -0.9714 0.2744
As 2.2551 -0.2593 -0.4580
C 3.0958 1.1851 -1.4916
C 1.9584 -1.4724 -1.9675
C 2.9926 -2.2907 -2.4219
C 2.8190 -3.1562 -3.4891
C 1.5899 -3.2134 -4.1284
C 0.5551 -2.4039 -3.6902
C 0.7152 -1.5301 -2.6145
As -0.7771 -0.4026 -2.0357
C -2.2718 -1.2368 -2.9935
C -0.4965 1.0474 -3.3306
H 4.7456 -0.9273 -0.4461
H 3.8128 -1.9926 0.6318
H 4.1856 -0.3358 1.1222
H 3.7980 0.7710 -2.2143
H 3.6334 1.8519 -0.8174
H 2.3405 1.7639 -2.0203
H 3.9550 -2.2582 -1.9288
H 3.6362 -3.7844 -3.8187
H 1.4385 -3.8871 -4.9618
H -0.4003 -2.4605 -4.1943
H -2.1368 -1.2105 -4.0738
H -3.1553 -0.6497 -2.7428
H -2.4366 -2.2624 -2.6694
H -0.2621 0.6381 -4.3126
H 0.3186 1.6933 -3.0090
H -1.4041 1.6467 -3.4046
*
```

=====

C25H33Cl2N5O4PV | ωB97M-V with the def2-TZVPD basis set

The calculation puts the HOMO-LUMO gap (spin up / spin down) at 0.257 / 0.254 Eh. For the maximum force, the calculation gives 0.69 eV/Å. The LUMO energy (spin up / spin down) comes out at -5.7143 / -5.8166 eV.

```
! RIJCOSX wB97M-V def2-TZVPD def2/J DEFGRID3
* xyz 2 3
V -0.1648 -0.4686 0.2727
C -1.3430 -0.3666 -2.6330
N -0.1334 -0.7995 -1.9091
C 0.1077 -2.2422 -2.2064
C 1.0706 -0.0640 -2.2609
C 1.2755 0.5200 -3.4942
C 2.4692 1.1932 -3.7611
C 3.4269 1.2940 -2.7603
C 3.2163 0.7220 -1.5067
C 2.0537 -0.0085 -1.2468
N 1.7002 -0.6107 -0.0442
C 2.5619 -0.7153 1.0653
C 3.9311 -0.9657 0.9886
C 4.6889 -1.0552 2.1449
C 4.0959 -0.9109 3.3908
C 2.7272 -0.7122 3.4774
C 1.9650 -0.6251 2.3240
N 0.5017 -0.4980 2.3717
C 0.1054 0.7206 3.1092
C -0.0703 -1.6771 3.0772
H -1.2941 -0.6302 -3.6923
H -1.4773 0.7080 -2.5287
H -2.1975 -0.8899 -2.2031
H 0.3315 -2.3584 -3.2690
H -0.7807 -2.8160 -1.9587
H 0.9414 -2.6075 -1.6119
H 0.5203 0.4441 -4.2650
H 2.6516 1.6056 -4.7447
H 4.3616 1.8058 -2.9552
H 3.9726 0.8274 -0.7433
H 4.3967 -1.1318 0.0272
H 5.7496 -1.2541 2.0717
H 4.6902 -0.9802 4.2909
H 2.2603 -0.6398 4.4516
H 0.3821 0.6515 4.1629
H -0.9785 0.8331 3.0446
H 0.5964 1.5843 2.6684
H 0.2763 -1.7071 4.1113
H 0.2293 -2.5888 2.5681
H -1.1573 -1.6043 3.0695
Cl -6.3730 -4.6146 0.1541
C -4.8348 -3.8444 0.2452
C -3.6707 -4.6440 0.1982
C -2.4244 -4.0861 0.2667
Cl -1.0109 -5.0685 0.2225
C -2.2575 -2.6790 0.3799
O -1.0871 -2.1625 0.4548
C -3.4417 -1.8910 0.4296
C -3.3688 -0.4966 0.5719
O -2.3304 0.2230 0.6182
C -4.7278 -2.4957 0.3645
H -3.7707 -5.7180 0.1096
H -4.3345 0.0211 0.6500
H -5.6151 -1.8769 0.4086
N 1.4026 3.7663 -2.1598
C 1.1066 3.8427 -0.6930
P -0.4130 2.8254 -0.4666
O -1.1112 2.8601 -1.7812
O -0.0287 1.5357 0.2060
C -1.5295 3.6539 0.7315
N -2.8280 2.9218 0.5589
H 1.9055 4.5849 -2.5014
H 0.4997 3.6672 -2.6564
H 1.9649 2.9261 -2.3986
H 0.9382 4.8851 -0.4260
H 1.9517 3.4495 -0.1328
H -1.6873 4.7056 0.5004
H -1.1981 3.5399 1.7615
H -3.1788 3.0830 -0.3898
H -3.5318 3.2325 1.2286
H -2.6760 1.8716 0.6514
*
```

=====

C6H10NO | ωB97M-V with the def2-TZVPD basis set

The calculation puts the HOMO-LUMO gap (spin up / spin down) at 0.222 / 0.316 Eh. For the maximum force, the calculation gives 4.21 eV/Å. The LUMO energy (spin up / spin down) comes out at -4.7133 / -3.8148 eV.

```
! RIJCOSX wB97M-V def2-TZVPD def2/J DEFGRID3
* xyz 1 1
C -3.5274 -0.6935 -0.2714
C -2.5462 -0.0720 0.4481
C -1.7395 0.9035 -0.0547
C 1.9358 1.0248 0.6782
C 2.8149 0.0227 0.1422
C 0.4730 -0.8033 -0.2374
N 1.4893 0.2083 -0.4793
O -1.2569 1.9432 -0.2540
H -4.0582 -1.6397 -0.0312
H -3.9114 -0.3034 -1.2328
H -2.2611 -0.6484 1.4158
H 1.4481 0.9716 1.5470
H 2.0507 2.0019 0.3220
H 3.7576 0.1356 -0.4949
H 3.0224 -0.8527 0.6101
H 0.0461 -1.2200 -1.2814
H 0.6823 -1.5200 0.5639
H 1.5804 0.5414 -1.3903
*
```

=====

C4H8FN2 | ωB97M-V with the def2-TZVPD basis set

The calculation puts the HOMO-LUMO gap (spin up / spin down) at 0.269 / 0.240 Eh. For the maximum force, the calculation gives 6.64 eV/Å. The LUMO energy (spin up / spin down) comes out at -3.2420 / -8.9247 eV.

```
! RIJCOSX wB97M-V def2-TZVPD def2/J DEFGRID3
* xyz 1 3
C -0.5222 1.5426 1.0566
C 1.2047 -0.1371 0.1232
C 1.2476 -1.7650 -1.5426
C -2.1062 0.9501 1.0884
N 0.4097 0.5127 0.7272
N 1.9552 -0.8357 -0.6385
F -2.5570 0.7505 -0.1998
H -0.2902 1.8921 2.0045
H -0.5667 2.3421 0.3638
H 0.5774 -1.2598 -2.2185
H 0.6366 -2.5656 -1.0409
H 2.0331 -2.2424 -2.0972
H -2.9040 1.6100 1.5452
H -2.0323 -0.0478 1.4726
H 2.9141 -0.7466 -0.6440
*
```